(1)
The following is a DFT calculation (ωB97M-V with the def2-TZVPD basis set) of a molecular structure, C37H52BiN6P2S2Si2Te in a non-equilibrium geometry.

ORCA input file:
```
! RIJCOSX wB97M-V def2-TZVPD def2/J DEFGRID3
* xyz 3 1
Bi 0.42 0.11 -0.29
C 0.66 1.42 3.20
P -0.12 0.07 2.26
C 0.66 -1.41 2.96
C -1.90 0.07 2.61
C -2.39 0.83 3.68
C -3.74 0.81 3.96
C -4.61 0.07 3.18
C -4.13 -0.68 2.11
C -2.77 -0.70 1.82
P -2.02 -1.83 0.59
C -3.35 -2.24 -0.61
C -2.09 -3.38 1.57
H 0.65 1.16 4.26
H 0.14 2.37 3.05
H 1.69 1.52 2.88
H 1.74 -1.23 3.02
H 0.48 -2.27 2.32
H 0.27 -1.58 3.96
H -1.72 1.42 4.29
H -4.12 1.38 4.81
H -5.67 0.07 3.40
H -4.82 -1.26 1.51
H -4.13 -2.80 -0.11
H -2.91 -2.88 -1.38
H -3.77 -1.36 -1.09
H -1.81 -4.21 0.92
H -3.11 -3.53 1.92
H -1.42 -3.35 2.42
S 7.15 4.22 -0.31
N 6.93 2.64 -0.27
C 5.64 2.42 -0.15
C 4.99 1.14 -0.04
C 5.67 -0.08 0.02
C 4.96 -1.24 0.19
C 3.57 -1.18 0.30
N 2.91 -0.03 0.23
C 3.59 1.12 0.05
C 2.81 2.35 0.01
N 1.46 2.26 0.03
C 0.73 3.38 0.10
C 1.30 4.64 0.14
C 2.67 4.76 0.06
C 3.45 3.60 -0.01
C 4.88 3.63 -0.11
N 5.63 4.71 -0.19
H 6.75 -0.08 -0.06
H 5.46 -2.20 0.25
H 2.97 -2.06 0.43
H -0.34 3.25 0.11
H 0.65 5.50 0.22
H 3.15 5.73 0.06
N 1.90 -4.79 -2.12
C 1.68 -4.49 -0.85
S 0.72 -3.14 -0.43
N 2.19 -5.26 0.12
C 2.88 -6.51 0.01
C 2.53 -7.51 0.90
C 3.15 -8.75 0.84
C 4.12 -8.99 -0.12
C 4.49 -7.98 -0.99
C 3.89 -6.73 -0.93
H 1.44 -4.24 -2.83
H 2.29 -5.69 -2.38
H 1.85 -5.05 1.04
H 1.76 -7.33 1.65
H 2.87 -9.52 1.54
H 4.60 -9.96 -0.18
H 5.27 -8.15 -1.72
H 4.26 -5.93 -1.56
C -1.82 4.48 2.18
Si -2.89 4.67 0.64
C -4.55 5.43 1.01
C -2.03 5.58 -0.77
C -3.35 2.88 0.10
Te -2.20 1.27 -0.79
C -1.68 2.26 -2.62
Si -2.21 1.13 -4.10
C -1.64 1.94 -5.70
C -4.07 0.90 -3.95
C -1.30 -0.50 -3.78
H -1.42 5.45 2.50
H -0.98 3.80 2.04
H -2.42 4.10 3.01
H -4.43 6.45 1.38
H -5.12 4.88 1.75
H -5.16 5.49 0.10
H -1.52 6.47 -0.40
H -2.78 5.93 -1.49
H -1.31 4.97 -1.32
H -4.13 2.97 -0.67
H -3.82 2.38 0.96
H -0.61 2.48 -2.64
H -2.22 3.21 -2.64
H -2.08 2.93 -5.83
H -1.95 1.33 -6.55
H -0.56 2.04 -5.73
H -4.60 1.72 -4.45
H -4.39 0.88 -2.91
H -4.40 -0.03 -4.42
H -0.22 -0.39 -3.91
H -1.63 -1.27 -4.48
H -1.49 -0.89 -2.77
*
```

Summary:
Orbital gap: 0.2413 Eh
Energy relative to the best compared isomer or geometry (same formula, charge and spin): 0.0 kJ/mol


(2)
The following is a DFT calculation (ωB97M-V with the def2-TZVPD basis set) of 9 unconnected molecules or ions with the total composition C37H52F7N4O18S in a non-equilibrium geometry.

ORCA input file:
```
! RIJCOSX wB97M-V def2-TZVPD def2/J DEFGRID3
* xyz 1 1
N -1.92 -2.47 1.06
C -1.42 -2.50 -0.19
N -0.50 -3.34 -0.66
C -0.29 -2.97 -1.95
N -1.08 -1.95 -2.25
N -1.81 -1.63 -1.19
S -2.97 -0.36 -1.27
O -3.03 0.00 -2.65
O -2.60 0.77 -0.50
C -4.68 -0.98 -0.82
F -5.50 -0.02 -1.23
F -4.75 -1.05 0.50
C -5.07 -2.30 -1.58
F -6.19 -2.10 -2.26
F -4.12 -2.63 -2.49
C -5.31 -3.55 -0.68
F -6.23 -3.37 0.25
F -5.80 -4.50 -1.50
F -4.17 -4.06 -0.18
H -1.41 -1.92 1.74
H -2.70 -3.01 1.39
H 0.42 -3.42 -2.65
H -1.08 -1.51 -3.17
O 0.87 -2.53 2.06
C 1.67 -1.72 1.67
O 1.99 -0.61 2.35
C 2.89 0.20 1.57
C 3.53 -0.75 0.59
C 2.43 -1.76 0.35
H 2.32 0.98 1.08
H 3.63 0.67 2.23
H 3.88 -0.26 -0.31
H 4.39 -1.24 1.05
H 1.75 -1.45 -0.45
H 2.82 -2.76 0.15
O -0.61 -4.17 -5.27
C -1.65 -3.94 -5.84
O -1.74 -3.72 -7.17
C -3.09 -3.37 -7.51
C -3.94 -3.93 -6.39
C -3.01 -3.81 -5.19
H -3.16 -2.28 -7.58
H -3.35 -3.80 -8.47
H -4.89 -3.40 -6.26
H -4.17 -4.98 -6.58
H -3.07 -2.84 -4.71
H -3.17 -4.61 -4.47
O 3.76 1.83 -0.39
C 4.74 2.53 -0.28
O 5.93 2.24 -0.85
C 6.91 3.21 -0.44
C 6.11 4.42 -0.02
C 4.84 3.81 0.52
H 7.50 2.78 0.38
H 7.59 3.41 -1.27
H 6.64 5.06 0.69
H 5.88 5.03 -0.90
H 4.93 3.55 1.58
H 3.98 4.44 0.35
O 2.76 2.47 5.02
C 1.74 2.05 5.49
O 0.55 2.69 5.40
C -0.44 1.97 6.17
C 0.09 0.56 6.28
C 1.60 0.78 6.30
H -0.54 2.45 7.14
H -1.40 2.01 5.66
H -0.28 0.02 7.15
H -0.18 -0.02 5.39
H 1.97 0.96 7.31
H 2.13 -0.04 5.83
O -1.54 7.33 -0.79
C -2.14 6.30 -0.73
O -3.46 6.22 -0.41
C -3.85 4.84 -0.32
C -2.82 4.08 -1.14
C -1.57 4.92 -0.95
H -3.84 4.54 0.73
H -4.86 4.72 -0.71
H -2.71 3.04 -0.84
H -3.11 4.09 -2.20
H -1.01 4.62 -0.06
H -0.93 4.90 -1.83
O -1.47 0.84 8.85
C -0.80 0.41 9.75
O 0.47 0.82 9.99
C 1.04 0.05 11.06
C -0.15 -0.48 11.84
C -1.20 -0.65 10.74
H 1.65 -0.75 10.64
H 1.67 0.69 11.67
H 0.06 -1.39 12.39
H -0.50 0.27 12.55
H -1.13 -1.63 10.26
H -2.21 -0.48 11.11
O -2.73 -9.26 -7.60
C -1.92 -8.78 -6.87
O -2.07 -7.57 -6.27
C -0.88 -7.24 -5.54
C -0.20 -8.57 -5.26
C -0.59 -9.39 -6.49
H -0.26 -6.58 -6.15
H -1.15 -6.72 -4.62
H 0.88 -8.48 -5.11
H -0.63 -9.03 -4.36
H 0.11 -9.25 -7.31
H -0.70 -10.45 -6.25
O 3.97 5.32 -1.76
C 3.85 6.40 -2.27
O 4.33 7.54 -1.71
C 3.93 8.67 -2.50
C 3.64 8.11 -3.88
C 3.13 6.72 -3.56
H 3.05 9.12 -2.04
H 4.73 9.41 -2.51
H 2.94 8.72 -4.45
H 4.57 8.04 -4.45
H 2.05 6.71 -3.38
H 3.39 6.00 -4.34
*
```

Summary:
Orbital gap: 0.2571 Eh
Energy relative to the best compared isomer or geometry (same formula, charge and spin): 0.0 kJ/mol


(3)
The following is a DFT calculation (ωB97M-V with the def2-TZVPD basis set) of a molecular structure, C37H53AuN2P2SbSi2 in a non-equilibrium geometry.

ORCA input file:
```
! RIJCOSX wB97M-V def2-TZVPD def2/J DEFGRID3
* xyz 1 1
Au -0.22 0.18 0.67
C -2.71 3.16 -0.08
Si -0.87 3.45 -0.07
C -0.45 4.81 -1.25
C -0.26 3.87 1.64
N -0.17 1.91 -0.59
P 1.31 1.65 -1.15
C 1.67 -0.03 -0.84
P 1.02 -1.58 -1.30
N -0.15 -1.83 -0.26
Si -1.04 -3.26 0.18
C -0.08 -4.21 1.48
C -2.68 -2.67 0.84
C -1.35 -4.33 -1.31
C 0.42 -1.63 -3.00
C 1.12 -2.20 -4.07
C 0.55 -2.22 -5.34
C -0.70 -1.67 -5.55
C -1.39 -1.07 -4.50
C -0.83 -1.05 -3.23
C 2.36 -2.78 -1.12
C 2.31 -4.04 -1.72
C 3.23 -5.02 -1.38
C 4.21 -4.75 -0.42
C 4.26 -3.51 0.19
C 3.34 -2.53 -0.15
C 2.54 2.58 -0.18
C 2.92 2.08 1.07
C 3.71 2.84 1.93
C 4.14 4.10 1.53
C 3.78 4.60 0.29
C 2.98 3.84 -0.56
C 1.51 2.14 -2.86
C 0.37 2.22 -3.65
C 0.47 2.58 -4.98
C 1.72 2.86 -5.53
C 2.87 2.76 -4.75
C 2.77 2.40 -3.41
H -3.25 4.01 0.35
H -2.97 2.26 0.49
H -3.06 3.02 -1.11
H -0.99 5.71 -0.95
H -0.73 4.57 -2.28
H 0.62 5.05 -1.23
H -1.03 4.37 2.23
H 0.61 4.53 1.60
H 0.04 2.95 2.16
H 0.46 -3.52 2.13
H 0.65 -4.87 1.01
H -0.74 -4.82 2.10
H -2.56 -1.79 1.47
H -3.19 -3.44 1.42
H -3.33 -2.39 0.01
H -0.42 -4.73 -1.73
H -1.86 -3.76 -2.09
H -1.98 -5.17 -1.02
H 2.11 -2.60 -3.92
H 1.09 -2.68 -6.16
H -1.14 -1.69 -6.53
H -2.36 -0.62 -4.67
H -1.37 -0.60 -2.40
H 1.55 -4.27 -2.45
H 3.19 -5.99 -1.85
H 4.93 -5.52 -0.16
H 5.02 -3.30 0.93
H 3.38 -1.55 0.32
H 2.60 1.09 1.37
H 3.99 2.44 2.89
H 4.77 4.69 2.19
H 4.12 5.58 -0.02
H 2.70 4.25 -1.52
H -0.60 2.00 -3.21
H -0.41 2.64 -5.60
H 1.80 3.15 -6.57
H 3.84 2.97 -5.18
H 3.66 2.31 -2.81
C 1.97 0.13 5.28
C 1.61 -0.66 4.03
Sb -0.36 -0.29 3.28
C -1.47 -1.91 4.11
C -0.98 -2.37 5.48
C -1.04 1.41 4.40
C -1.60 1.12 5.80
H 2.98 -0.13 5.61
H 1.30 -0.09 6.11
H 1.95 1.21 5.10
H 1.67 -1.74 4.20
H 2.29 -0.44 3.20
H -1.41 -2.72 3.37
H -2.51 -1.58 4.13
H 0.05 -2.72 5.44
H -1.59 -3.21 5.83
H -1.05 -1.58 6.22
H -1.79 1.87 3.76
H -0.19 2.09 4.44
H -2.41 0.40 5.77
H -1.99 2.03 6.24
H -0.83 0.74 6.47
*
```

Summary:
Orbital gap (alpha / beta): 0.2268 / 0.2267 Eh


(4)
The following is a DFT calculation (ωB97M-V with the def2-TZVPD basis set) of 5 unconnected molecules or ions with the total composition C37H53Br2FO15Si in a non-equilibrium geometry.

ORCA input file:
```
! RIJCOSX wB97M-V def2-TZVPD def2/J DEFGRID3
* xyz 0 1
C 0.32 -2.41 -1.55
C 0.91 -0.97 -1.90
Br 2.32 -0.78 -3.31
C 0.45 0.19 -1.23
Br 1.30 1.94 -1.71
C -0.67 0.24 -0.09
C -0.08 0.39 1.42
C 1.18 -0.56 1.70
C 2.60 0.19 1.69
C 3.72 -0.51 0.78
C 4.00 -2.06 1.12
C 5.40 -2.35 1.84
C 5.47 -1.94 3.38
C 4.32 -2.57 4.31
Si 4.14 -4.47 4.21
C 5.73 -5.41 3.72
C 3.66 -5.10 5.99
C 2.63 -4.83 3.05
C 2.70 -5.92 1.96
C 1.48 -6.13 1.03
C 0.25 -5.22 1.21
C 0.17 -4.14 2.32
C 1.37 -3.91 3.26
O -1.23 1.59 -0.29
C -2.44 1.64 0.51
O -2.99 2.64 0.98
O -2.86 0.26 0.62
C -2.05 -0.56 -0.29
C -2.79 -0.30 -1.70
C -3.27 -1.64 -2.45
C -2.46 -1.96 -3.81
F -3.32 -1.92 -4.97
H -0.82 -2.49 -1.66
H 0.74 -3.13 -2.35
H 0.68 -2.81 -0.54
H -0.87 0.18 2.21
H 0.22 1.49 1.52
H 1.04 -0.97 2.77
H 1.21 -1.49 1.02
H 3.00 0.22 2.76
H 2.46 1.27 1.32
H 4.72 0.06 0.87
H 3.42 -0.45 -0.33
H 3.96 -2.68 0.15
H 3.14 -2.43 1.78
H 6.21 -1.74 1.28
H 5.68 -3.45 1.66
H 6.54 -2.12 3.76
H 5.33 -0.79 3.41
H 3.31 -2.06 4.16
H 4.63 -2.33 5.40
H 5.93 -5.41 2.59
H 6.63 -5.08 4.34
H 5.57 -6.53 3.99
H 4.52 -4.87 6.72
H 3.50 -6.24 5.95
H 2.69 -4.58 6.30
H 3.64 -6.56 1.85
H 1.51 -6.93 0.21
H -0.67 -5.31 0.53
H -0.76 -3.50 2.42
H 1.41 -3.12 4.08
H -2.08 -1.62 0.15
H -2.04 0.27 -2.37
H -3.73 0.33 -1.52
H -3.11 -2.56 -1.76
H -4.40 -1.64 -2.69
H -1.57 -1.25 -3.88
H -2.04 -3.03 -3.73
O 6.06 0.20 -1.66
C 5.95 1.35 -1.96
O 5.29 2.28 -1.21
C 5.57 3.55 -1.78
C 5.93 3.22 -3.19
O 6.46 1.91 -3.09
H 4.71 4.21 -1.71
H 6.41 4.01 -1.23
H 5.06 3.20 -3.85
H 6.67 3.91 -3.61
O -8.86 5.10 -1.00
C -7.80 4.60 -0.73
O -7.53 3.27 -0.84
C -6.13 3.12 -0.65
C -5.76 4.33 0.13
O -6.72 5.29 -0.28
H -5.91 2.19 -0.12
H -5.64 3.09 -1.63
H -5.85 4.18 1.21
H -4.74 4.68 -0.09
O -8.54 1.04 -6.66
C -8.54 1.71 -5.67
O -9.52 1.69 -4.72
C -9.05 2.44 -3.61
C -8.03 3.35 -4.22
O -7.56 2.60 -5.34
H -9.87 2.99 -3.14
H -8.61 1.75 -2.88
H -8.47 4.28 -4.59
H -7.21 3.58 -3.54
O -0.28 7.60 1.57
C -0.48 6.74 0.76
O -1.40 6.83 -0.25
C -1.18 5.73 -1.12
C -0.49 4.73 -0.23
O 0.18 5.56 0.72
H -2.12 5.35 -1.52
H -0.55 6.06 -1.95
H -1.20 4.09 0.30
H 0.22 4.11 -0.78
*
```

Summary:
Orbital gap: 0.3166 Eh
SMILES: C/C(Br)=C(/Br)[C@@]1(CCCCCCCC[Si](C)(C)c2ccccc2)OC(=O)O[C@H]1CCCF.O=C1OCCO1.O=C1OCCO1.O=C1OCCO1.O=C1OCCO1